Entry 1:
KO8S2 as an isolated structure at a distorted geometry, computed with ωB97M-V/def2-TZVPD.

Output
LUMO energy ... 5.6 eV
Charge ... -3
E_HOMO ... 0.1143 Ha

Geometry as XYZ:
```
11
Properties=species:S:1:pos:R:3:forces:R:3:mulliken_charge:R:1
K -1.741790 -8.498940 -20.349690 0.4 -1.9 -0.1 0.937
S -2.917900 -11.019530 -18.654950 2.4 -1.3 -2.4 1.036
O -3.670740 -9.902820 -19.197650 -2.3 3.4 -1.3 -0.861
O -2.441060 -10.606200 -17.348840 0.3 0.0 2.7 -0.713
O -3.751040 -12.208560 -18.709280 -1.3 -1.5 1.2 -0.775
O -1.762550 -11.228660 -19.562790 0.2 0.3 0.4 -0.615
S 0.871950 -10.837480 -22.692690 1.3 -0.5 -1.9 0.951
O 1.785210 -9.933440 -23.512920 -0.6 0.1 0.5 -0.825
O 1.646130 -11.810200 -21.966380 2.8 -2.6 0.3 -0.768
O 0.164330 -10.197020 -21.629380 -2.5 4.4 2.1 -0.593
O -0.091120 -11.484610 -23.585480 -0.7 -0.4 -1.5 -0.773
```
Forces are in eV/Å.

=====

Entry 2:
C11H24IO4P2Sc as an isolated structure at a distorted geometry, computed with ωB97M-V/def2-TZVPD.

Output
LUMO energy ... -7.8 eV
Charge ... +2
E_HOMO ... -0.5675 Ha

Geometry as XYZ:
```
43
Properties=species:S:1:pos:R:3:forces:R:3:mulliken_charge:R:1
C -0.035706 0.175011 -5.624270 0.0 -0.6 -0.3 -0.733
C -0.031759 1.105151 -4.554444 0.2 4.5 4.1 0.670
H -0.035480 0.718779 -6.594072 0.0 -0.1 0.5 0.381
H -0.939156 -0.458144 -5.513641 0.3 0.2 -0.1 0.359
H 0.866075 -0.461440 -5.516618 -0.3 0.2 -0.1 0.357
O -0.011015 1.947995 -3.749419 -0.1 -4.4 -4.1 -0.111
I -0.030075 -1.581078 -2.168101 0.0 0.2 -0.4 -0.456
Sc -0.027300 -0.483148 0.305930 0.3 -1.3 2.1 -0.153
P 2.595265 0.226647 0.257641 1.4 -0.2 0.4 1.165
C 3.226492 1.599521 1.293705 -0.5 0.2 0.1 -1.224
C 3.501719 -1.212596 0.969294 -0.4 -0.1 -0.1 -1.276
H 4.562100 -1.142613 0.679725 -0.4 0.0 0.2 0.455
H 4.507545 0.204473 -1.258358 -0.2 0.1 0.0 0.397
H 3.068681 -2.149518 0.585294 0.3 0.2 0.2 0.346
H 2.980581 -0.180171 -2.097256 0.2 0.1 0.1 0.283
H 2.789247 1.474246 2.291885 0.1 0.1 -0.1 0.344
H 3.402386 -1.197917 2.065247 0.1 0.0 -0.4 0.336
C 3.445395 0.461117 -1.341057 -0.3 0.0 -0.3 -1.121
H 4.320360 1.659476 1.398656 -0.4 -0.3 -0.3 0.398
H 3.340810 1.504290 -1.654020 0.1 -0.1 0.0 0.331
H 2.860130 2.548746 0.884222 0.1 -0.1 0.1 0.375
P -2.591871 0.248600 0.337221 -1.6 -0.1 0.3 1.255
C -3.234861 1.641265 1.338811 0.5 0.2 0.1 -1.231
C -3.426144 0.454681 -1.274422 0.3 0.0 -0.2 -1.135
H -3.150087 -2.108684 0.650591 -0.2 0.2 0.1 0.355
H -4.578619 -1.030123 0.870697 0.3 -0.1 0.1 0.456
H -3.329259 -1.175350 2.164027 -0.1 0.0 -0.3 0.350
C -3.506451 -1.160776 1.079010 0.3 -0.2 -0.1 -1.281
H -2.981082 -0.233549 -2.002881 -0.2 0.1 0.1 0.287
H -4.497877 0.241903 -1.175614 0.3 0.1 0.0 0.393
H -4.333160 1.711500 1.382938 0.4 -0.3 -0.2 0.397
H -2.830784 2.579092 0.937836 -0.2 -0.1 0.2 0.378
H -3.278251 1.481411 -1.626697 -0.1 -0.1 0.0 0.329
H -2.850477 1.512380 2.359011 -0.1 0.1 -0.2 0.355
C -0.013041 1.886183 0.327640 0.3 4.6 -0.2 0.343
O 0.034031 3.040264 0.301123 -0.2 -4.2 0.1 -0.235
C 0.023664 -2.261337 4.002656 -0.1 -0.1 -0.4 -1.051
C 0.040808 -1.679322 2.618541 -0.4 0.4 -0.4 1.157
O 0.125738 -0.391989 2.499237 0.0 -0.4 -0.9 -0.574
O -0.068353 -2.369861 1.543979 0.2 1.2 0.1 -0.653
H 1.048293 -2.195755 4.394787 -0.3 -0.1 0.0 0.299
H -0.318277 -3.301986 3.982777 0.2 0.3 0.0 0.355
H -0.640227 -1.647375 4.628385 0.3 -0.2 -0.2 0.326
```
Forces are in eV/Å.

=====

Entry 3:
C4H10S2Si in the gas phase at a distorted geometry, computed with ωB97M-V/def2-TZVPD.

Output
LUMO energy (spin up / spin down) ... -1.3 / -0.6 eV
Charge ... 0
E_HOMO (spin up / spin down) ... -0.3217 / -0.2971 Ha

Geometry as XYZ:
```
17
Properties=species:S:1:pos:R:3:forces:R:3:mulliken_charge:R:1
C 1.231540 1.268599 0.464527 -1.1 -0.4 -1.2 -0.905
C -0.100669 -1.274506 0.985397 -1.1 0.6 -2.6 -0.786
C -1.810330 0.972224 -0.476778 3.7 0.5 2.1 -1.298
C 0.826742 -0.587216 -1.860086 -1.8 3.7 -1.0 -1.145
Si -0.013344 0.167859 -0.332135 -1.3 0.2 1.2 0.568
S 0.432752 -0.766931 3.857560 -0.2 0.1 0.0 -0.242
S -0.922800 -0.742180 2.448668 0.5 -0.1 0.6 0.075
H 1.720110 1.167997 1.379745 0.4 -0.4 1.5 0.391
H 1.656761 2.012094 -0.139416 0.6 1.2 -0.8 0.405
H -0.731259 -2.007114 0.475213 -0.1 -0.3 0.3 0.323
H 0.891039 -1.664580 0.997409 0.7 -0.3 0.9 0.391
H -1.728470 1.602088 -1.278409 -0.3 1.2 -2.7 0.378
H -2.558184 0.289964 -0.496548 -2.3 -2.2 -0.6 0.420
H -2.070565 1.681346 0.295125 0.3 0.0 0.8 0.384
H 1.193654 -1.349709 -1.337044 2.0 -3.7 1.3 0.318
H 0.370721 -0.832628 -2.794522 -0.9 -0.6 -0.1 0.370
H 1.612302 0.062693 -2.188706 0.8 0.5 0.2 0.352
```
Forces are in eV/Å.

=====

Entry 4:
C5H6O2 in the gas phase, computed with ωB97M-V/def2-TZVPD.

Output
LUMO energy ... 0.6 eV
Charge ... 0
E_HOMO ... -0.2866 Ha

Geometry as XYZ:
```
13
Properties=species:S:1:pos:R:3:forces:R:3:mulliken_charge:R:1
O 1.730039 1.350350 -0.926521 -0.4 -0.5 0.2 -0.477
C 1.901632 0.650362 0.204172 -0.1 -0.6 0.0 -0.122
C 1.080363 -0.435489 0.538596 -0.5 0.3 -0.2 -0.050
C 0.110188 -1.263590 0.323839 0.4 0.5 0.0 -0.533
C -1.333846 -0.905215 0.452537 -0.1 0.2 0.0 -0.315
C -1.763640 0.225503 -0.473086 0.1 0.1 -0.2 0.115
O -1.044161 0.938716 -1.146260 -0.4 -0.5 0.5 -0.575
H 0.798220 1.161800 -1.216750 0.4 0.1 0.1 0.495
H 2.738482 0.985115 0.819200 -0.3 -0.1 -0.1 0.419
H 2.286660 -0.762691 0.240111 0.1 0.3 -0.1 0.111
H -1.606542 -0.567763 1.470313 0.1 0.0 -0.2 0.288
H -2.028332 -1.739438 0.239992 0.3 0.2 0.0 0.307
H -2.869061 0.362343 -0.526139 0.3 0.0 0.0 0.336
```
Forces are in eV/Å.

=====

Entry 5:
H20O10 as an isolated structure at a distorted geometry, computed with ωB97M-V/def2-TZVPD.

Output
LUMO energy ... -0.2 eV
Charge ... 0
E_HOMO ... -0.3746 Ha

Geometry as XYZ:
```
30
Properties=species:S:1:pos:R:3:forces:R:3:mulliken_charge:R:1
O -1.791867 -0.563000 1.702267 -0.7 -2.2 -1.2 -0.760
H -2.112867 0.223000 2.049267 -0.2 3.1 1.6 0.296
H -2.636867 -0.838000 1.327267 0.0 -0.9 -0.4 0.315
O -1.295867 -3.200000 -0.409733 3.9 -4.3 -1.2 -0.662
H -2.027867 -2.668000 -0.369733 -3.2 1.3 -0.7 0.292
H -1.315867 -4.002000 -1.072733 -0.7 2.9 2.0 0.315
O -0.807867 -1.994000 3.743267 1.1 1.6 -2.1 -0.665
H -1.479867 -2.446000 4.211267 -1.2 -0.5 0.3 0.282
H -1.145867 -1.550000 2.885267 0.3 -1.4 2.3 0.460
O -0.979867 2.039000 0.641267 -3.8 3.0 -1.6 -0.910
H -0.600867 2.217000 1.437267 1.6 0.7 3.5 0.246
H -0.947867 1.064000 0.384267 0.4 2.9 0.5 0.304
O 1.051133 2.765000 -0.990733 4.4 2.0 -2.7 -0.566
H 0.272133 2.560000 -0.614733 -4.7 -1.6 2.7 0.341
H 0.924133 3.707000 -1.189733 0.5 -0.4 -0.1 0.278
O 3.742133 1.500000 -0.869733 1.2 6.4 -5.1 -0.565
H 2.837133 1.798000 -0.888733 -0.5 0.2 0.2 0.379
H 3.800133 0.783000 -0.400733 0.5 -5.2 3.6 0.270
O 0.315133 0.103000 -2.891733 -0.1 1.3 -2.3 -0.714
H -0.120867 0.972000 -2.918733 0.7 -0.1 0.0 0.383
H 0.778133 0.100000 -2.086733 1.0 0.2 1.6 0.305
O 2.364133 0.325000 0.679267 0.7 -2.0 1.7 -0.761
H 2.507133 0.508000 1.654267 -0.1 -0.6 -1.7 0.265
H 3.024133 -0.392000 0.378267 -1.8 1.3 1.3 0.374
O -1.662867 -1.176000 -2.399733 -3.1 -0.3 -0.7 -0.692
H -1.125867 -0.405000 -2.519733 0.4 0.3 -0.4 0.431
H -1.159867 -1.650000 -1.784733 1.2 -1.4 1.3 0.330
O -0.266867 0.254000 -0.181733 3.7 -4.1 -3.2 -0.463
H 0.697133 0.211000 0.105267 -1.3 0.0 0.2 0.447
H -0.832867 -0.245000 0.391267 0.2 -2.2 0.7 0.446
```
Forces are in eV/Å.

=====

Entry 6:
C4H8FN in the gas phase at a distorted geometry, computed with ωB97M-V/def2-TZVPD.

Output
LUMO energy ... 1.1 eV
Charge ... 0
E_HOMO ... -0.3383 Ha

Geometry as XYZ:
```
14
Properties=species:S:1:pos:R:3:forces:R:3:mulliken_charge:R:1
C 0.118206 -1.395258 0.598095 0.7 0.7 -0.1 -1.352
C 0.142232 -0.071339 -0.200370 1.5 -1.6 2.2 0.803
N 1.247054 0.011182 -1.100113 -0.4 -0.5 -1.7 -0.670
C 0.015059 1.137468 0.669630 -0.3 0.6 1.4 -0.908
C -1.062761 0.797577 -0.289168 -0.3 -0.3 -0.3 0.093
F -2.216218 0.316149 0.281884 -0.3 0.1 -0.2 -0.302
H -0.555280 -1.231669 1.410349 -0.5 -0.4 0.6 0.290
H 1.086825 -1.796981 0.992354 -0.4 1.2 -0.3 0.331
H -0.203057 -2.213175 0.015281 -0.9 -0.9 -0.9 0.392
H 1.198747 -0.743819 -1.814561 0.0 0.6 0.7 0.252
H 1.043624 0.853531 -1.617069 0.7 0.4 -0.5 0.275
H 0.627785 2.011100 0.518279 0.2 0.1 -0.3 0.259
H -0.192289 0.960509 1.745843 0.0 0.1 -0.9 0.215
H -1.249926 1.364724 -1.210435 0.0 -0.1 0.5 0.320
```
Forces are in eV/Å.

=====

The records above yield energy relative to the best compared isomer or geometry (same formula, charge and spin) values of 1.0635, 0.0000, 2.9162, 5.2176, 6.8778, 1.1283 eV, respectively.